(1)
This record from the OMol25 dataset describes a structure of composition C19H28N4O6P2PbS3. The level of theory is ωB97M-V/def2-TZVPD.

Element x y z (Å)
C (-1.63, -4.79, 1.39)
C (3.66, 1.14, -4.66)
H (1.64, -0.86, 2.08)
H (0.14, 0.07, 5.25)
H (0.89, 1.24, 4.17)
H (0.03, 4.60, -1.48)
Pb (0.41, 0.48, -0.60)
C (-2.21, -2.89, -3.25)
H (-2.29, -0.96, 4.17)
H (-2.92, -4.35, -1.04)
O (-1.10, -2.17, 3.48)
C (2.47, 1.30, 0.10)
H (4.37, 1.28, -5.47)
C (4.34, 2.14, 1.23)
C (1.53, 0.48, -3.86)
H (-2.64, -5.17, 1.26)
H (-1.60, -4.10, 2.24)
H (-0.96, -5.63, 1.61)
C (4.01, 1.46, -3.36)
P (-1.45, 1.77, 2.19)
O (-0.75, -1.07, 1.18)
C (-0.96, 4.17, -1.33)
H (5.00, 2.49, 2.02)
H (0.60, -3.54, 1.03)
C (3.08, 1.26, -2.34)
H (-1.73, 4.86, -1.66)
O (-2.82, 1.34, 1.78)
H (-2.88, 1.15, -2.36)
H (-0.82, 3.63, 3.07)
C (-0.99, 0.48, 3.47)
N (-0.23, -2.54, -1.92)
N (0.05, -3.53, 0.18)
C (-0.06, 0.91, 4.58)
N (1.86, 0.78, -2.61)
C (-1.94, -3.91, -0.96)
C (3.08, 1.66, 1.34)
O (1.15, -1.17, 2.87)
H (-1.09, 3.91, -0.29)
N (-2.34, 0.07, 4.02)
C (-1.41, -3.12, -2.01)
H (-1.66, -2.23, -3.92)
O (-1.61, 3.08, 3.16)
P (-0.44, -1.12, 2.65)
S (1.99, -1.94, -0.57)
C (0.52, -2.72, -0.82)
H (-2.40, -3.84, -3.75)
H (-3.17, -2.44, -3.00)
H (-0.49, 1.74, 5.15)
H (-3.42, 2.82, -2.04)
H (2.58, 1.55, 2.30)
H (4.99, 1.85, -3.14)
H (-3.00, 0.32, 3.22)
C (-1.18, -4.07, 0.17)
O (-0.38, 2.10, 1.20)
S (4.87, 2.19, -0.39)
H (-2.60, 0.59, 4.86)
C (3.35, 1.54, -0.93)
S (-1.04, 2.65, -2.32)
H (-2.67, 1.85, -0.73)
H (2.08, 0.39, -5.92)
H (0.53, 0.08, -3.98)
C (-2.68, 2.07, -1.80)
C (2.39, 0.64, -4.92)

Calculated values
Gap between HOMO and LUMO ... 0.275 Eh
Spin multiplicity ... 1
ΔE to the lowest compared entry with this formula, charge and spin ... 0.0 kcal per mole
E_HOMO ... -7.346 eV
Max |F| ... 0.013 hartree/bohr

(2)
This record from the OMol25 dataset describes the ion C4H8N with charge +1. The level of theory is ωB97M-V/def2-TZVPD.

Element x y z (Å)
H (1.31, -0.23, 2.35)
H (-1.90, 0.92, -1.73)
C (0.89, 1.12, -0.62)
N (-0.32, 0.31, -0.52)
H (-1.66, -0.92, -1.42)
H (-2.49, 0.07, -0.35)
C (0.64, 0.05, 0.41)
H (0.88, 2.22, -0.30)
C (0.99, -0.86, 1.44)
H (1.66, 0.75, -1.39)
H (0.06, -1.32, 1.67)
C (-1.59, 0.10, -1.04)
H (1.87, -1.62, 1.45)

Calculated values
Gap between HOMO and LUMO ... 0.379 Eh
Spin multiplicity ... 1
ΔE to the lowest compared entry with this formula, charge and spin ... 51.2 kcal per mole
E_HOMO ... -15.531 eV
SMILES ... CC1=[N+](C)C1
Max |F| ... 0.134 hartree/bohr
Charge ... +1

(3)
This record from the OMol25 dataset describes a structure of composition ClFN2O3. The level of theory is ωB97M-V/def2-TZVPD.

Element x y z (Å)
O (0.53, 1.51, -0.07)
O (-1.24, -0.44, 0.97)
N (1.06, 0.51, -0.16)
O (2.07, 0.07, -0.44)
Cl (-2.28, 0.62, -0.27)
F (-0.04, -1.53, -0.66)
N (-0.11, -0.74, 0.62)

Calculated values
Gap between HOMO and LUMO (alpha / beta) ... 0.289 / 0.289 Eh
Spin multiplicity ... 1
ΔE to the lowest compared entry with this formula, charge and spin ... 62.8 kcal per mole
E_HOMO (alpha / beta) ... -10.318 / -10.321 eV
Max |F| ... 0.070 hartree/bohr

(4)
This record from the OMol25 dataset describes a structure of composition C13H23MnN7O5S2. The level of theory is ωB97M-V/def2-TZVPD.

Element x y z (Å)
H (5.40, 2.93, -0.48)
C (-3.19, 0.16, -0.64)
C (4.37, 3.29, -0.44)
H (1.39, -4.92, 0.84)
C (-4.55, 0.30, -0.42)
H (1.39, -3.55, 1.98)
H (-1.05, -1.67, -1.69)
N (1.66, 3.40, -0.50)
H (2.18, 4.06, 0.07)
N (-0.25, -3.63, 0.70)
C (-4.16, 2.61, -0.03)
H (-1.59, -2.03, 0.69)
C (1.17, -3.85, 0.96)
H (-6.11, 1.70, 0.06)
Mn (-0.22, 0.89, 0.29)
S (0.16, 1.55, 2.78)
H (4.25, 4.13, -1.12)
O (3.59, 2.17, -0.84)
N (2.01, -3.09, 0.04)
O (0.60, 1.19, 4.10)
C (-5.05, 1.56, -0.11)
H (-0.29, -1.91, 1.89)
H (-0.33, -5.08, -0.80)
H (4.15, 3.60, 0.59)
C (-2.82, 2.37, -0.27)
C (2.25, 2.21, -0.82)
H (-2.79, -0.81, -0.90)
H (2.29, -2.90, -2.02)
C (1.70, -1.68, 0.21)
C (-0.52, -2.21, 0.86)
H (-2.11, 3.19, -0.23)
O (-0.93, 0.66, 2.27)
N (0.28, -1.39, -0.07)
H (1.92, -1.38, 1.24)
N (0.28, -3.26, -1.62)
C (0.00, -1.85, -1.45)
C (-0.53, -4.02, -0.67)
N (0.26, 3.38, -0.31)
H (-5.20, -0.55, -0.50)
H (-0.15, 4.07, -0.93)
S (-0.57, 3.41, 2.70)
H (0.64, -1.27, -2.13)
H (-4.50, 3.60, 0.20)
H (2.32, -1.09, -0.47)
H (1.92, -4.55, -1.46)
H (-1.59, -3.83, -0.88)
N (-2.31, 1.17, -0.58)
C (1.69, -3.49, -1.32)
O (1.26, 1.55, 1.77)
O (1.61, 1.24, -1.19)
H (0.04, 3.63, 0.68)

Calculated values
Gap between HOMO and LUMO (alpha / beta) ... 0.270 / 0.266 Eh
Spin multiplicity ... 6
ΔE to the lowest compared entry with this formula, charge and spin ... 1.5 kcal per mole
E_HOMO (alpha / beta) ... -7.347 / -7.335 eV
Max |F| ... 0.048 hartree/bohr

(5)
This record from the OMol25 dataset describes a structure of composition C36H39BaClP2. The level of theory is ωB97M-V/def2-TZVPD.

Element x y z (Å)
C (1.16, 1.11, -6.75)
C (2.77, 3.83, -1.53)
H (-1.21, 2.16, -3.27)
H (-1.13, 0.81, -8.72)
C (3.15, -1.12, -1.68)
C (-3.11, 3.04, -2.63)
C (-2.25, 1.97, -2.89)
H (-2.43, -2.87, -3.90)
C (-1.11, -1.43, -7.18)
C (-2.69, 0.64, -2.61)
H (-3.99, -3.86, 0.72)
C (0.90, -0.81, -3.46)
H (-0.97, -1.30, -4.45)
C (-4.03, -4.49, -1.35)
H (-2.58, -1.83, 0.29)
C (-3.59, -4.22, -2.65)
H (6.31, -3.22, -0.83)
H (4.52, 0.41, -2.34)
C (2.30, 2.02, -3.60)
C (-1.85, -0.37, -6.41)
C (3.01, -2.41, -1.11)
C (5.42, -2.62, -1.08)
H (2.94, 4.56, -0.73)
H (-2.70, 4.05, -2.54)
C (2.44, 2.50, -1.23)
P (-1.54, -0.74, -2.14)
C (4.15, -3.15, -0.82)
C (-0.46, -1.00, -3.53)
H (2.35, 2.16, -0.18)
C (-2.49, -2.22, -1.85)
C (2.71, 3.32, -3.90)
H (-2.54, -0.74, -5.64)
H (6.55, -0.95, -1.86)
C (1.13, -0.23, -6.77)
H (2.07, 1.31, -4.39)
C (-2.89, -2.50, -0.52)
H (0.81, 2.18, -8.56)
H (-1.73, -1.75, -8.03)
Ba (-0.38, 1.67, -0.76)
H (-4.65, -5.36, -1.16)
C (-4.08, 0.42, -2.55)
H (2.53, 0.22, 1.12)
C (5.55, -1.35, -1.65)
H (-2.39, 1.66, -6.06)
C (0.31, -1.07, -7.71)
C (2.19, 1.58, -2.28)
C (-1.84, 0.94, -6.68)
H (-3.86, -4.87, -3.48)
C (-1.15, 1.52, -7.89)
H (-1.80, -0.40, 2.19)
H (-6.06, 1.33, -2.58)
H (0.24, -0.61, -8.70)
H (-5.18, 3.67, -2.47)
H (3.29, 5.26, -3.11)
C (-4.97, 1.50, -2.55)
H (1.62, 1.53, 2.00)
C (-3.66, -3.64, -0.29)
H (0.85, -2.02, -7.85)
H (2.88, 3.62, -4.95)
H (-1.72, 2.41, -8.22)
H (-3.13, 0.64, 1.32)
Cl (-1.48, 1.88, 2.48)
H (1.97, 1.63, -6.25)
C (1.55, 0.69, 1.30)
H (-4.47, -0.59, -2.54)
C (0.31, 2.00, -7.60)
H (1.55, -1.06, -4.31)
C (-2.11, 0.51, 1.70)
H (1.80, -0.81, -6.13)
H (0.78, -0.05, 1.62)
P (1.67, -0.17, -1.98)
C (2.95, 4.23, -2.87)
C (4.42, -0.59, -1.93)
C (-2.81, -3.09, -2.90)
C (-4.48, 2.81, -2.52)
H (-0.99, -2.31, -6.54)
H (0.23, 2.98, -7.11)
H (4.03, -4.15, -0.38)
H (2.01, -2.78, -0.89)

Calculated values
Gap between HOMO and LUMO ... 0.180 Eh
Spin multiplicity ... 1
ΔE to the lowest compared entry with this formula, charge and spin ... 0.0 kcal per mole
E_HOMO ... -4.983 eV
Max |F| ... 0.074 hartree/bohr

(6)
This record from the OMol25 dataset describes a structure of composition C49H49N3O3STe2V. The level of theory is ωB97M-V/def2-TZVPD.

Element x y z (Å)
H (1.45, 4.84, 1.00)
H (2.48, -0.13, 2.22)
H (-8.19, 4.20, -0.51)
C (0.04, -4.17, -0.94)
H (-2.33, -0.57, 4.07)
H (-3.41, 1.86, -3.90)
H (-2.38, 4.80, -1.83)
C (-0.42, -1.00, 4.97)
H (0.58, 4.64, -6.16)
Te (-1.89, 1.26, -0.65)
C (-0.97, 3.39, -2.66)
C (-5.72, 2.95, -2.19)
H (3.16, -5.52, -0.97)
C (3.63, -4.25, 1.94)
C (-1.87, -1.32, 4.72)
H (-0.24, -0.78, -2.61)
H (1.45, 3.12, -6.42)
H (-5.75, 4.50, 0.80)
C (-0.87, -0.37, -3.41)
H (6.08, -6.02, 3.47)
C (-4.20, 3.18, 0.12)
H (-2.43, -1.36, 5.66)
H (-2.52, 2.86, 1.47)
C (1.73, -0.27, 8.04)
H (3.24, -0.07, 5.77)
H (2.81, -0.10, 8.11)
C (2.91, -0.39, 3.18)
C (0.52, -0.94, 3.93)
S (3.58, -2.77, -0.32)
H (3.49, -1.30, 3.04)
H (-5.01, 1.11, -3.84)
C (-0.06, 3.02, -4.89)
C (2.09, 2.17, -0.98)
C (6.30, -4.99, 1.60)
H (3.71, -5.38, 3.76)
C (-7.49, 4.51, -1.29)
H (-0.20, 3.31, -7.02)
H (-0.37, 4.94, -4.00)
H (-2.72, -6.01, -1.61)
H (-4.07, 3.05, 2.27)
N (0.59, 0.26, -0.57)
H (-3.74, -3.78, -1.24)
C (-2.66, -3.92, -1.18)
C (1.45, -4.26, -0.76)
H (3.49, 2.11, -2.58)
C (-0.19, 1.65, -4.68)
C (3.06, 2.73, -1.80)
C (-1.37, 4.42, -1.63)
C (-4.13, 1.36, -3.25)
H (3.60, 0.40, 3.47)
H (-2.22, -1.82, -0.78)
H (0.78, 2.47, 0.67)
C (2.20, -0.34, 5.56)
H (7.33, -5.29, 1.47)
H (-6.31, 2.85, -3.10)
Te (-0.12, -1.60, 2.01)
H (2.59, -3.95, 2.06)
C (-3.74, 2.36, -0.92)
H (-0.75, -0.81, 7.08)
C (-2.11, -5.15, -1.38)
H (-0.60, -7.42, -1.79)
C (3.46, 4.05, -1.62)
C (1.84, -0.57, 4.23)
H (6.21, -3.86, -0.24)
C (-1.82, -2.82, -0.91)
H (-1.90, -0.65, -3.18)
C (-0.46, 3.87, -3.87)
N (-0.52, -2.94, -0.78)
C (1.91, 4.25, 0.22)
H (1.22, 0.57, 8.51)
V (1.51, -1.14, -0.03)
C (1.30, -0.45, 6.60)
H (-1.98, -2.28, 4.21)
C (-0.01, -0.75, 6.28)
C (-1.12, 2.00, -2.48)
C (-3.46, 3.39, 1.43)
C (4.35, -3.84, 0.83)
C (2.88, 4.81, -0.61)
H (-1.37, 4.01, -0.62)
C (5.59, -5.41, 2.72)
H (1.49, -1.16, 8.63)
H (-3.26, 4.45, 1.59)
H (3.20, 5.84, -0.45)
C (-0.70, -5.31, -1.28)
C (2.08, -5.44, -1.04)
H (4.21, 4.49, -2.27)
C (0.47, 3.56, -6.19)
H (-3.66, 0.44, -2.90)
C (1.68, 0.74, -1.20)
C (-0.03, -6.54, -1.52)
H (-0.67, 5.26, -1.66)
C (-6.18, 3.77, -1.17)
O (3.63, -1.41, 0.30)
H (1.85, -7.51, -1.63)
C (-5.41, 3.87, -0.02)
C (-4.52, 2.24, -2.08)
C (1.33, -6.59, -1.42)
C (4.26, -5.05, 2.89)
C (5.68, -4.20, 0.64)
C (-0.72, 1.12, -3.51)
C (1.52, 2.93, 0.03)
H (0.13, 0.97, -5.46)
O (2.34, -0.03, -1.96)
H (-7.34, 5.59, -1.18)
O (4.22, -2.96, -1.59)
H (-7.95, 4.33, -2.25)
H (-0.59, -0.85, -4.35)
N (2.03, -3.07, -0.29)

Calculated values
Gap between HOMO and LUMO (alpha / beta) ... 0.232 / 0.234 Eh
Spin multiplicity ... 3
ΔE to the lowest compared entry with this formula, charge and spin ... 24.9 kcal per mole
E_HOMO (alpha / beta) ... -3.982 / -4.053 eV
Max |F| ... 0.033 hartree/bohr
Charge ... -1

(7)
This record from the OMol25 dataset describes an isolated molecule of C2H6N4S. The level of theory is ωB97M-V/def2-TZVPD.

Element x y z (Å)
N (0.77, -0.73, -1.50)
N (2.72, -0.16, -0.54)
H (-0.06, -1.29, -1.26)
H (-1.67, -0.40, 2.28)
C (1.46, -0.24, -0.40)
H (1.39, -1.12, -2.18)
C (-1.13, 0.55, 0.63)
S (0.56, 0.09, 1.07)
H (-0.83, 0.86, -1.24)
H (-2.93, 0.59, 1.61)
H (3.16, 0.37, 0.21)
N (-1.92, 0.50, 1.80)
N (-1.53, 0.99, -0.49)

Calculated values
Gap between HOMO and LUMO ... 0.368 Eh
Spin multiplicity ... 1
ΔE to the lowest compared entry with this formula, charge and spin ... 5.8 kcal per mole
E_HOMO ... -9.415 eV
SMILES ... [H]/N=C(/N)S/C(N)=N\[H]
Max |F| ... 0.035 hartree/bohr